91
Properties=species:S:1:pos:R:3 method="wB97M-V/def2-TZVPD" multiplicity=2 largest_force_ha_per_bohr=0.0666 homo_lumo_gap_ev="6.54 / 5.97" e_tot_ha=-2382.60869 e_lumo_ev="1.2427 / 0.9547" relative_energy_kj_mol=0.0 charge=-1
Re 0.2783 -0.3919 0.2547
C 3.1103 -2.5799 2.7776
C 3.3737 -1.6911 3.8149
C 2.7386 -0.4662 3.8064
C 1.8777 -0.1250 2.7671
N 1.6424 -0.9954 1.7509
C 2.2383 -2.1983 1.7876
C 1.1847 1.1540 2.6506
C 1.2372 2.1335 3.6449
C 0.5555 3.3239 3.4908
C -0.2234 3.5181 2.3541
C -0.3029 2.5337 1.3847
C 0.4153 1.3332 1.4738
H 3.5713 -3.5560 2.7390
H 4.0546 -1.9623 4.6101
H 2.9000 0.2379 4.6081
H 1.9910 -2.8773 0.9830
H 1.7978 1.9687 4.5569
H 0.6197 4.0886 4.2543
H -0.7755 4.4433 2.2355
H -0.9552 2.6989 0.5352
O -1.7790 -4.2252 5.9072
C -2.4634 -4.3320 4.8736
O -3.3966 -5.0819 4.5511
C -2.0624 -3.2922 3.7767
C -1.8579 -1.9542 4.0982
C -1.4262 -1.0828 3.1181
N -1.1541 -1.4868 1.8746
C -1.3610 -2.7658 1.5564
C -1.8432 -3.6944 2.4641
C -0.9835 -3.1853 0.1400
O -1.5302 -4.1491 -0.3645
O -0.0832 -2.4399 -0.4032
H -2.0249 -1.6030 5.1073
H -1.2755 -0.0271 3.3205
H -2.0258 -4.7100 2.1446
N -1.1371 0.3598 -0.7325
C -2.2905 0.8502 -0.9277
C -2.5604 2.0129 -1.8237
C -1.7375 3.1366 -1.8097
C -2.0412 4.2373 -2.5945
C -3.1543 4.2232 -3.4217
C -3.9748 3.1029 -3.4503
C -3.6864 2.0134 -2.6469
C -3.4675 0.2950 -0.1991
C -4.3747 1.1657 0.4071
C -5.4344 0.6633 1.1425
C -5.6012 -0.7089 1.2795
C -4.7040 -1.5792 0.6773
C -3.6425 -1.0782 -0.0585
H -0.8584 3.1417 -1.1802
H -1.4083 5.1151 -2.5539
H -3.3824 5.0784 -4.0451
H -4.8478 3.0832 -4.0899
H -4.3359 1.1469 -2.6567
H -4.2330 2.2359 0.3226
H -6.1330 1.3448 1.6116
H -6.4268 -1.0985 1.8612
H -4.8188 -2.6492 0.7931
H -2.9415 -1.7509 -0.5357
C 3.8415 0.0494 -0.3260
Si 2.2078 -0.1118 -1.3297
C 2.2179 1.5384 -2.3855
C 1.9869 2.7069 -1.4138
C 1.0979 1.4959 -3.4298
C 3.5359 1.8331 -3.1131
C 2.5131 -1.6508 -2.5089
C 2.9000 -2.8643 -1.6524
C 3.6430 -1.4119 -3.5180
C 1.2425 -2.0165 -3.2902
H 4.6934 0.1799 -0.9977
H 4.0425 -0.8255 0.2950
H 3.7939 0.9168 0.3377
H 1.1541 2.5202 -0.7354
H 1.7911 3.6294 -1.9747
H 2.8734 2.8724 -0.7966
H 0.1609 1.1623 -2.9869
H 1.3469 0.8023 -4.2363
H 0.9435 2.4851 -3.8779
H 4.3888 1.7879 -2.4331
H 3.4969 2.8461 -3.5319
H 3.7168 1.1466 -3.9371
H 3.7636 -2.6579 -1.0140
H 3.1581 -3.7092 -2.3008
H 2.0577 -3.1758 -1.0336
H 4.5372 -0.9966 -3.0457
H 3.3260 -0.7407 -4.3170
H 3.9232 -2.3636 -3.9841
H 0.4154 -2.2243 -2.6147
H 1.4200 -2.9141 -3.8953
H 0.9403 -1.2121 -3.9657